[1]
{
  "formula": "C22H29Br2N10O5SW",
  "method": "the ωB97M-V functional and the def2-TZVPD basis",
  "s_squared": 2.017,
  "homo_lumo_gap_ha": [0.2688, 0.2603],
  "de_lowest_kcal_mol": 0.00,
  "spin_multiplicity": 3,
  "total_charge": 1,
  "elements": ["W", "N", "C", "C", "N", "H", "H", "H", "H", "H", "H", "H", "H", "Br", "C", "C", "C", "Br", "C", "C", "C", "C", "N", "C", "C", "O", "H", "H", "H", "H", "N", "C", "O", "C", "C", "N", "C", "N", "H", "H", "C", "N", "C", "N", "C", "N", "C", "N", "C", "C", "H", "H", "H", "H", "H", "H", "H", "H", "H", "H", "H", "H", "C", "S", "O", "O", "O", "H", "H", "H"],
  "positions_angstrom": [[-0.251, 0.088, 1.388], [-2.166, -0.949, 1.809], [-3.323, -0.083, 1.473], [-3.066, 0.429, 0.074], [-1.728, 1.070, 0.070], [-2.255, -1.819, 1.279], [-2.156, -1.190, 2.797], [-3.352, 0.739, 2.189], [-4.258, -0.639, 1.535], [-3.838, 1.128, -0.248], [-3.036, -0.408, -0.624], [-1.805, 2.030, 0.400], [-1.395, 1.112, -0.929], [-0.585, -0.758, 6.446], [0.840, -1.214, 5.310], [1.981, -1.865, 5.826], [3.026, -2.206, 5.014], [4.526, -3.077, 5.750], [2.991, -1.908, 3.626], [3.991, -2.193, 2.676], [3.800, -1.831, 1.367], [2.620, -1.188, 0.983], [1.660, -0.906, 1.848], [1.843, -1.260, 3.150], [0.762, -0.911, 3.977], [-0.254, -0.305, 3.373], [2.018, -2.095, 6.881], [4.899, -2.691, 2.988], [4.554, -2.032, 0.620], [2.447, -0.890, -0.042], [-0.131, 3.316, 4.054], [0.166, 2.652, 2.947], [-0.740, 1.938, 2.380], [1.470, 2.719, 2.364], [1.476, 2.044, 1.157], [1.175, 1.403, 0.223], [2.575, 3.351, 2.980], [3.445, 3.853, 3.542], [-1.016, 3.148, 4.503], [0.547, 3.914, 4.500], [-1.542, 2.251, -3.456], [-1.076, 1.045, -2.734], [0.378, 0.915, -2.975], [0.696, 0.821, -4.392], [0.189, 2.026, -5.059], [-1.258, 2.181, -4.881], [-1.917, 0.991, -5.428], [-1.459, -0.238, -4.770], [-1.743, -0.125, -3.348], [-0.008, -0.338, -4.948], [-1.044, 3.127, -3.033], [-2.620, 2.352, -3.309], [0.734, 0.023, -2.456], [0.880, 1.785, -2.549], [0.411, 1.964, -6.124], [0.696, 2.901, -4.647], [-1.701, 0.924, -6.495], [-2.996, 1.086, -5.297], [-1.411, -1.028, -2.830], [-2.822, -0.027, -3.207], [0.215, -0.414, -6.013], [0.352, -1.243, -4.454], [0.409, -3.328, -1.594], [-0.501, -2.640, -0.256], [-1.910, -2.674, -0.578], [-0.103, -3.268, 0.974], [-0.036, -1.168, -0.248], [0.126, -4.377, -1.654], [1.471, -3.231, -1.383], [0.136, -2.812, -2.512]],
  "forces_ev_per_a": [[0.0, -0.2, -0.1], [0.0, 0.0, 0.0], [0.0, 0.0, 0.0], [0.0, 0.0, 0.0], [0.0, 0.0, -0.1], [0.0, 0.0, 0.0], [0.0, 0.0, 0.0], [0.0, 0.0, 0.0], [0.0, 0.0, 0.0], [0.0, 0.0, 0.0], [0.0, 0.0, 0.0], [0.0, 0.0, 0.0], [0.0, 0.0, 0.0], [0.0, 0.0, 0.0], [0.0, 0.0, 0.0], [0.0, 0.0, 0.0], [0.0, 0.0, 0.0], [0.0, 0.0, 0.0], [0.0, 0.0, 0.0], [0.0, 0.0, 0.0], [0.0, 0.0, 0.0], [-0.1, 0.0, 0.0], [0.1, 0.0, 0.0], [0.0, 0.0, 0.0], [0.0, 0.0, 0.0], [0.0, 0.0, 0.0], [0.0, 0.0, 0.0], [0.0, 0.0, 0.0], [0.0, 0.0, 0.0], [0.0, 0.0, 0.0], [0.0, 0.0, 0.0], [0.0, 0.0, 0.0], [-0.1, 0.1, 0.1], [-0.1, 0.1, 0.0], [0.0, 0.0, 0.1], [0.0, 0.1, -0.1], [0.1, -0.1, 0.0], [0.0, 0.1, 0.0], [0.0, 0.0, 0.0], [0.0, 0.0, 0.0], [0.0, 0.0, 0.0], [0.0, 0.0, 0.0], [0.0, 0.0, 0.0], [0.0, 0.0, 0.0], [0.0, 0.0, 0.0], [0.0, 0.0, 0.0], [0.0, 0.0, 0.0], [0.0, 0.0, 0.0], [0.0, 0.0, 0.0], [0.0, 0.0, 0.0], [0.0, 0.0, 0.0], [0.0, 0.0, 0.0], [0.0, 0.0, 0.0], [0.0, 0.0, 0.0], [0.0, 0.0, 0.0], [0.0, 0.0, 0.0], [0.0, 0.0, 0.0], [0.0, 0.0, 0.0], [0.0, 0.0, 0.0], [0.0, 0.0, 0.0], [0.0, 0.0, 0.0], [0.0, 0.0, 0.0], [0.0, 0.0, 0.0], [0.0, 0.0, 0.0], [0.0, 0.0, 0.0], [0.0, 0.0, 0.0], [-0.1, 0.0, 0.1], [0.0, 0.0, 0.0], [0.0, 0.0, 0.0], [0.0, 0.0, 0.0]]
}

***

[2]
{
  "formula": "C3H12NS",
  "method": "the ωB97M-V functional and the def2-TZVPD basis",
  "homo_lumo_gap_ha": 0.3135,
  "de_lowest_kcal_mol": 63.31,
  "total_charge": 1,
  "elements": ["C", "N", "H", "H", "H", "H", "H", "H", "C", "C", "S", "H", "H", "H", "H", "H", "H"],
  "positions_angstrom": [[0.229, 0.021, -3.474], [-0.365, -0.399, -2.248], [-0.445, 0.652, -4.271], [1.230, 0.586, -3.397], [0.647, -0.769, -4.144], [-1.338, -0.899, -2.322], [-0.682, 0.426, -1.935], [0.345, -0.905, -1.488], [1.686, 0.391, 1.583], [0.246, 0.807, 1.676], [-0.960, -0.400, 1.464], [1.800, -0.516, 0.836], [1.907, 0.081, 2.615], [2.514, 1.056, 1.288], [0.113, 1.416, 2.739], [0.054, 1.631, 1.018], [-1.199, -0.874, 2.660]],
  "forces_ev_per_a": [[2.7, 1.3, -6.1], [0.1, -5.0, 1.3], [1.1, -1.5, 2.7], [-1.9, -0.3, 0.9], [-1.0, -0.2, 0.9], [2.5, 0.2, -0.1], [-1.1, 4.0, 2.9], [-2.5, 1.5, -2.3], [1.2, -2.7, -0.5], [1.0, 4.0, 3.2], [-1.4, -1.0, -1.6], [-0.2, 1.4, 1.6], [0.6, -0.6, -0.6], [-0.9, 0.5, 0.1], [0.1, -1.7, -2.5], [-0.5, 0.3, -0.8], [0.2, -0.2, 0.9]]
}

***

[3]
{
  "formula": "C15H40Mn2N3O8S",
  "method": "the ωB97M-V functional and the def2-TZVPD basis",
  "s_squared": 30.007,
  "homo_lumo_gap_ha": [0.1904, 0.1924],
  "de_lowest_kcal_mol": 0.00,
  "spin_multiplicity": 11,
  "total_charge": 1,
  "elements": ["Mn", "Mn", "N", "O", "O", "O", "O", "H", "O", "H", "C", "C", "N", "C", "C", "C", "C", "H", "H", "H", "H", "H", "H", "H", "H", "H", "H", "H", "H", "H", "H", "H", "C", "C", "N", "C", "C", "C", "C", "H", "H", "H", "H", "H", "H", "H", "H", "H", "H", "H", "H", "H", "H", "H", "O", "S", "O", "O", "C", "C", "C", "H", "H", "H", "H", "H", "H", "H", "H"],
  "positions_angstrom": [[-3.092, 3.103, 0.523], [-0.972, 4.059, -1.284], [-0.586, 4.130, 1.782], [-0.241, 4.590, 0.632], [0.219, 3.893, 2.606], [-1.841, 3.978, 2.027], [-2.771, 4.724, -0.640], [-2.836, 5.661, -0.427], [-1.500, 2.295, -0.390], [-1.128, 1.498, 0.008], [-2.537, -3.196, 2.463], [-2.183, -1.731, 2.300], [-0.749, -1.490, 2.331], [-0.113, -1.904, 1.082], [1.241, -2.618, 1.225], [-0.445, -0.129, 2.648], [0.972, 0.113, 3.093], [-2.006, -3.803, 1.721], [-3.593, -3.381, 2.248], [-2.295, -3.610, 3.439], [-2.613, -1.375, 1.338], [-2.711, -1.154, 3.066], [0.013, -1.027, 0.404], [-0.794, -2.509, 0.475], [1.174, -3.659, 0.909], [1.592, -2.586, 2.252], [1.993, -2.156, 0.581], [-0.729, 0.508, 1.768], [-1.172, 0.195, 3.400], [1.304, -0.698, 3.742], [1.682, 0.095, 2.258], [1.090, 1.068, 3.603], [5.277, 0.686, -1.066], [4.152, 0.629, -0.026], [3.155, 1.675, -0.177], [1.843, 1.149, -0.516], [1.808, 0.602, -1.941], [3.115, 2.566, 0.984], [4.327, 3.457, 1.071], [5.584, 1.714, -1.261], [5.016, 0.195, -1.999], [6.157, 0.182, -0.651], [3.652, -0.342, -0.163], [4.553, 0.630, 0.989], [1.546, 0.359, 0.193], [1.147, 1.990, -0.475], [2.509, -0.226, -2.067], [0.820, 0.222, -2.217], [2.137, 1.356, -2.660], [3.074, 1.978, 1.918], [2.227, 3.197, 0.929], [4.283, 4.284, 0.358], [5.263, 2.916, 0.965], [4.312, 3.965, 2.044], [-3.537, -2.897, -1.110], [-2.780, -2.135, -2.044], [-1.462, -2.541, -2.387], [-3.613, -1.893, -3.360], [-3.485, -2.883, -4.408], [-4.378, -4.066, -4.203], [-2.757, -0.467, -1.464], [-2.449, -3.195, -4.538], [-3.779, -2.366, -5.319], [-5.425, -3.766, -4.246], [-4.187, -4.604, -3.277], [-4.212, -4.754, -5.035], [-2.850, 0.238, -2.284], [-1.809, -0.349, -0.949], [-3.607, -0.392, -0.789]],
  "forces_ev_per_a": [[1.0, 0.8, 0.6], [0.1, -0.3, 1.6], [-0.8, 0.2, -0.8], [0.2, 0.0, -0.1], [0.7, -0.1, 0.6], [-0.2, -0.4, -0.4], [-0.1, -0.3, -0.9], [-0.2, -0.2, 0.1], [-0.8, 0.0, -0.4], [0.4, 0.1, -0.2], [0.0, -0.6, -0.6], [-0.5, -0.1, -0.3], [-0.2, -0.4, -0.2], [0.1, 0.1, -0.8], [-0.1, 0.1, -0.3], [-0.9, 0.5, 0.1], [0.7, -0.1, -0.3], [0.0, 0.1, 0.1], [0.0, 0.2, 0.2], [0.0, 0.2, 0.1], [0.1, 0.0, 0.1], [0.4, 0.0, 0.2], [0.0, 0.0, 0.5], [0.0, -0.3, 0.4], [-0.1, 0.0, 0.2], [0.0, 0.0, 0.0], [0.0, 0.0, 0.1], [0.3, 0.2, -0.1], [0.4, -0.1, 0.3], [-0.2, 0.1, 0.2], [-0.2, 0.1, 0.0], [-0.1, 0.0, 0.0], [0.5, 0.1, 0.7], [0.0, -0.6, -0.7], [-0.5, 0.6, 0.1], [0.4, -0.1, -0.5], [0.3, -0.3, -0.1], [0.2, -0.4, 0.0], [-0.1, 0.9, 0.4], [-0.1, 0.0, -0.1], [-0.1, 0.1, -0.1], [-0.1, -0.1, -0.2], [0.1, 0.1, 0.3], [0.1, 0.1, 0.0], [-0.3, 0.2, -0.1], [-0.2, 0.0, 0.3], [-0.1, 0.0, 0.1], [0.0, 0.1, 0.0], [-0.2, 0.1, 0.1], [-0.3, 0.1, -0.1], [-0.1, -0.1, 0.0], [0.1, -0.3, -0.3], [0.1, 0.0, 0.0], [0.2, -0.3, 0.0], [-0.1, -0.3, 0.2], [-0.4, 0.4, 0.0], [0.7, -0.2, -0.2], [0.1, 0.0, 0.0], [0.0, -0.2, -0.8], [-0.4, -0.3, -0.2], [-0.2, 0.0, 0.0], [0.1, 0.2, 0.3], [0.0, 0.2, 0.1], [0.0, 0.0, 0.2], [0.0, 0.1, 0.1], [0.0, 0.0, 0.1], [0.1, -0.1, -0.1], [0.0, 0.0, 0.1], [0.1, 0.2, 0.1]]
}

***

[4]
{
  "formula": "C6H10O2",
  "method": "the ωB97M-V functional and the def2-TZVPD basis",
  "homo_lumo_gap_ha": 0.3687,
  "de_lowest_kcal_mol": 8.54,
  "smiles": "c1ccccc1.O.O",
  "elements": ["C", "C", "C", "C", "C", "C", "H", "H", "H", "H", "H", "H", "O", "H", "H", "O", "H", "H"],
  "positions_angstrom": [[-0.382, 1.201, 2.251], [0.943, 1.474, 1.927], [1.291, 1.961, 0.673], [0.292, 2.155, -0.286], [-1.020, 2.139, 0.143], [-1.381, 1.639, 1.392], [-0.555, 0.522, 3.074], [1.746, 1.395, 2.648], [2.322, 2.113, 0.398], [0.633, 2.409, -1.282], [-1.818, 2.470, -0.518], [-2.424, 1.682, 1.687], [1.051, -4.518, -1.376], [1.211, -5.308, -1.915], [0.511, -3.923, -1.924], [-0.622, -2.589, -2.614], [-0.282, -1.992, -1.938], [-1.516, -2.831, -2.339]],
  "forces_ev_per_a": [[0.4, -0.3, -0.2], [0.5, 0.4, -0.2], [-0.7, -0.4, -0.3], [1.0, 0.4, 0.7], [-0.8, -0.1, -0.5], [0.2, 0.3, 0.0], [-0.4, 0.6, 0.5], [-0.1, -0.6, 0.1], [0.2, 0.0, 0.1], [-0.5, 0.2, -0.1], [0.2, -0.1, 0.0], [0.1, -0.4, 0.0], [0.1, -0.3, -0.2], [-0.1, 0.4, 0.2], [0.1, -0.3, 0.0], [-0.1, -0.1, 0.0], [-0.2, 0.1, 0.0], [0.2, 0.1, 0.0]]
}